# 1
# C41H116N4O15

15 unconnected molecules or ions with the total composition C41H116N4O15 at a distorted geometry (ωB97M-V with the def2-TZVPD basis set, the OMol25 dataset).

Computed properties:
Kohn-Sham gap = 9.422 eV
Multiplicity = 1

The geometry in XYZ format:
```
176
C41H116N4O15 (ωB97M-V with the def2-TZVPD basis set)
C 7.00 0.04 3.50
C 5.61 0.26 4.15
C 4.52 0.98 3.29
O 4.94 2.30 2.95
C 5.30 3.23 4.06
N 5.21 -1.03 4.75
H 7.58 0.95 3.36
H 6.92 -0.59 2.62
H 7.64 -0.48 4.20
H 5.78 0.90 5.02
H 3.63 1.18 3.88
H 4.23 0.40 2.41
H 5.34 4.22 3.61
H 6.26 2.97 4.49
H 4.57 3.30 4.87
H 4.22 -1.03 4.97
H 5.70 -1.02 5.63
C -3.51 1.23 -8.31
C -3.16 0.00 -7.50
C -3.99 -0.19 -6.22
O -3.48 -1.34 -5.53
C -4.23 -1.52 -4.28
N -3.45 -1.10 -8.43
H -4.48 1.18 -8.81
H -2.87 1.37 -9.18
H -3.39 2.13 -7.71
H -2.10 0.09 -7.26
H -5.06 -0.18 -6.45
H -3.78 0.67 -5.58
H -5.31 -1.51 -4.41
H -4.05 -0.69 -3.59
H -4.00 -2.41 -3.68
H -4.44 -1.00 -8.58
H -3.37 -1.91 -7.83
C -3.42 -2.35 7.33
C -3.15 -1.60 6.00
C -2.77 -2.62 4.88
O -2.59 -1.95 3.64
C -2.01 -2.79 2.66
N -4.38 -0.86 5.73
H -4.27 -2.99 7.11
H -3.66 -1.73 8.20
H -2.69 -3.11 7.63
H -2.28 -0.97 6.18
H -3.55 -3.37 4.74
H -1.84 -3.08 5.20
H -0.97 -3.03 2.90
H -1.98 -2.28 1.69
H -2.57 -3.72 2.60
H -5.13 -1.51 5.92
H -4.26 -0.78 4.74
C 1.74 1.41 1.00
C 0.29 0.89 1.19
C -0.41 0.50 -0.15
O -1.63 -0.11 0.19
C -2.44 -0.59 -0.84
N 0.37 -0.24 2.21
H 2.36 0.64 0.55
H 2.14 1.70 1.97
H 1.74 2.24 0.29
H -0.30 1.71 1.61
H 0.17 -0.21 -0.74
H -0.53 1.42 -0.72
H -2.07 -1.41 -1.46
H -2.76 0.24 -1.47
H -3.36 -0.91 -0.34
H -0.55 -0.63 2.27
H 1.08 -0.92 1.95
C 1.28 -3.31 -0.05
C 2.67 -3.06 0.48
C 3.71 -2.60 -0.56
O 2.57 -2.06 1.46
H 1.19 -4.20 -0.67
H 0.90 -2.47 -0.63
H 0.66 -3.67 0.77
H 3.09 -3.93 0.99
H 4.75 -2.71 -0.23
H 3.49 -1.56 -0.80
H 3.61 -3.24 -1.44
H 3.42 -1.91 1.88
C 1.20 -2.20 -3.66
C 0.47 -3.30 -4.39
C -0.30 -2.70 -5.55
O 1.35 -4.27 -4.84
H 1.85 -1.63 -4.32
H 1.83 -2.66 -2.90
H 0.44 -1.56 -3.22
H -0.24 -3.74 -3.70
H 0.30 -2.27 -6.36
H -0.95 -1.86 -5.32
H -0.99 -3.35 -6.09
H 2.03 -3.79 -5.32
C -1.98 5.29 -1.20
C -0.46 5.69 -1.30
C 0.48 4.60 -0.94
O -0.17 5.95 -2.65
H -2.18 5.06 -0.15
H -2.11 4.35 -1.73
H -2.61 6.05 -1.66
H -0.33 6.59 -0.71
H 0.61 3.78 -1.65
H 0.21 4.07 -0.02
H 1.47 5.04 -0.84
H 0.63 6.48 -2.70
C -1.30 -5.50 -1.52
C -2.88 -5.65 -1.45
C -3.67 -4.70 -0.58
O -3.26 -5.37 -2.77
H -0.98 -4.47 -1.68
H -0.92 -6.09 -2.35
H -0.83 -5.84 -0.60
H -3.13 -6.68 -1.20
H -4.69 -4.51 -0.94
H -3.13 -3.76 -0.51
H -3.82 -5.17 0.39
H -2.75 -6.00 -3.29
C 1.54 -2.56 5.17
C 2.10 -1.86 6.44
C 3.20 -2.67 7.18
O 2.68 -0.61 6.07
H 2.30 -2.76 4.42
H 0.77 -1.89 4.77
H 1.12 -3.54 5.38
H 1.23 -1.70 7.07
H 4.12 -2.73 6.60
H 2.92 -3.66 7.53
H 3.46 -2.13 8.09
H 2.05 -0.07 5.58
C 5.57 4.71 -1.13
C 5.32 4.22 0.31
C 4.02 4.68 0.95
O 5.24 2.81 0.28
H 4.73 4.58 -1.81
H 6.39 4.15 -1.58
H 5.87 5.75 -1.15
H 6.16 4.55 0.92
H 3.80 4.29 1.94
H 3.13 4.45 0.36
H 4.13 5.76 0.95
H 5.08 2.56 1.19
C -2.80 3.06 -4.18
C -1.44 2.72 -3.84
C -1.07 1.41 -4.53
O -0.57 3.73 -4.27
H -3.03 4.02 -3.74
H -3.51 2.40 -3.67
H -2.96 2.95 -5.25
H -1.44 2.56 -2.76
H -0.07 1.06 -4.24
H -0.98 1.43 -5.62
H -1.80 0.63 -4.34
H -0.63 4.49 -3.68
C -5.75 1.83 -1.23
O -5.97 0.47 -1.63
H -5.98 1.88 -0.16
H -4.71 2.07 -1.44
H -6.50 2.36 -1.81
H -6.91 0.31 -1.57
C -0.16 1.54 4.80
O 1.03 0.88 4.58
H -0.33 2.05 3.85
H -0.92 0.77 4.97
H -0.10 2.23 5.64
H 0.97 0.49 3.71
C -3.93 0.72 2.45
O -3.81 1.56 1.36
H -4.02 -0.32 2.13
H -3.04 0.76 3.08
H -4.79 0.89 3.09
H -3.13 1.14 0.83
C 2.89 2.00 -3.03
O 2.82 1.47 -4.35
H 3.91 2.25 -2.74
H 2.31 2.92 -3.11
H 2.43 1.26 -2.37
H 2.42 2.13 -4.93
```

Mulliken population analysis, charges in e, atoms 1 to 6:
1. C -1.5137
2. C 0.2789
3. C -0.1920
4. O -0.3297
5. C -1.0466
6. N -0.6737

# 2
# C41H28BCl3IN3O7S2V

A molecular structure, C41H28BCl3IN3O7S2V at a distorted geometry (ωB97M-V with the def2-TZVPD basis set, the OMol25 dataset).

Computed properties:
Total charge = -1
Expectation value of S² = 2.02
Kohn-Sham gap (alpha / beta) = 5.569 / 6.325 eV
Multiplicity = 3

The geometry in XYZ format:
```
87
C41H28BCl3IN3O7S2V (ωB97M-V with the def2-TZVPD basis set)
V -1.18 0.20 0.84
I -1.22 -2.62 2.11
C -2.98 -1.89 3.05
C -3.49 -2.71 4.02
C -4.67 -2.34 4.69
C -5.29 -1.16 4.36
C -4.76 -0.31 3.37
C -5.43 0.89 3.05
C -4.94 1.71 2.07
C -3.76 1.37 1.39
C -3.01 0.24 1.67
C -3.55 -0.65 2.67
H -2.99 -3.63 4.27
H -5.09 -2.99 5.44
H -6.20 -0.86 4.86
H -6.34 1.14 3.59
H -5.45 2.63 1.83
H -3.42 2.04 0.61
O 0.71 3.09 -0.20
C -0.47 2.80 -0.36
O -1.01 1.70 0.08
C -1.37 3.71 -1.14
C -2.54 3.23 -1.71
C -3.35 4.07 -2.48
C -2.95 5.37 -2.63
O -3.56 6.38 -3.32
C -2.74 7.53 -3.16
O -1.61 7.17 -2.39
C -1.77 5.84 -2.07
C -0.96 5.03 -1.32
H -2.82 2.20 -1.56
H -4.26 3.71 -2.95
H -3.30 8.32 -2.65
H -2.42 7.89 -4.15
H -0.03 5.38 -0.88
O -2.75 -2.08 -0.61
B -2.39 -0.71 -0.48
O -2.99 -0.03 -1.59
C -3.65 -0.96 -2.33
C -4.34 -0.80 -3.51
C -4.89 -1.94 -4.09
C -4.75 -3.19 -3.49
C -4.05 -3.35 -2.30
C -3.50 -2.21 -1.74
H -4.45 0.18 -3.97
H -5.44 -1.86 -5.02
H -5.18 -4.06 -3.97
H -3.93 -4.31 -1.83
S 0.07 0.28 2.96
C 0.66 1.83 3.04
N 1.12 2.88 3.19
Cl 4.63 0.69 5.20
C 4.73 0.38 3.51
C 4.11 -0.74 2.98
C 4.21 -0.98 1.62
C 4.94 -0.14 0.78
C 5.05 -0.44 -0.70
C 3.88 0.15 -1.52
N 2.58 -0.37 -1.18
C 2.09 -1.61 -1.54
C 0.86 -1.70 -0.96
N 0.59 -0.55 -0.26
C 1.66 0.21 -0.38
O 5.06 -1.83 -0.95
C 6.21 -2.49 -0.47
C 5.94 -3.95 -0.47
C 5.76 -4.71 0.65
Cl 5.83 -4.17 2.27
S 5.40 -6.36 0.29
C 5.50 -6.04 -1.40
C 5.79 -4.74 -1.65
C 5.55 0.98 1.36
Cl 6.45 2.10 0.38
C 5.45 1.25 2.71
H 3.54 -1.40 3.61
H 3.73 -1.86 1.19
H 5.97 0.01 -1.08
H 4.08 -0.07 -2.57
H 3.86 1.23 -1.38
H 2.65 -2.29 -2.15
H 0.14 -2.50 -1.00
H 1.76 1.21 0.02
H 6.44 -2.15 0.55
H 7.07 -2.25 -1.11
H 5.33 -6.84 -2.10
H 5.88 -4.33 -2.65
H 5.91 2.13 3.13
```

Mulliken population analysis, charges in e, atoms 1 to 6:
1. V -0.6441
2. I 0.1504
3. C 0.3143
4. C -0.8380
5. C -0.5944
6. C -0.8626